(1)
{"formula": "H29O15", "method": "ωB97M-V/def2-TZVPD", "symbols": ["O", "H", "H", "O", "H", "H", "O", "H", "H", "O", "H", "H", "O", "H", "H", "O", "H", "H", "O", "H", "H", "O", "H", "H", "O", "H", "H", "O", "H", "O", "H", "H", "O", "H", "H", "O", "H", "H", "O", "H", "H", "O", "H", "H"], "positions_angstrom": [[0.86014, 2.16561, -4.92612], [1.36348, 1.52313, -4.40631], [-2.58711, -1.27259, -4.17337], [-1.46171, 3.26616, -1.00161], [-0.81607, 2.90716, -0.38759], [-1.17785, 2.51713, -1.73458], [-3.03779, -0.78916, -3.47867], [-0.31206, 0.85553, 2.20419], [-2.75514, -1.10077, -2.61433], [-3.48436, -2.83671, 1.75588], [-4.18607, -2.54998, 2.36028], [-3.24107, -2.02278, 1.29847], [-1.10296, -4.56843, -0.22568], [-0.84040, -3.63592, -0.14841], [-1.99052, -4.43972, 0.14174], [1.72711, 1.44505, -0.77093], [0.83640, 1.35556, -1.38196], [1.58419, 2.20051, -0.19179], [-3.07942, 2.29883, 2.26907], [-2.27035, 2.79713, 2.44604], [-2.64082, 1.57253, 1.75968], [-0.58331, 1.01496, -1.47239], [-0.52616, 0.86772, -2.42907], [-0.00108, 1.72677, -4.83625], [3.82083, -1.59695, 3.71011], [3.76481, -0.78836, 4.22176], [3.05542, -1.59031, 3.13124], [2.00272, 0.28050, 2.99826], [2.17609, 0.35782, 2.04319], [0.80836, 3.70439, 2.28785], [0.10841, 3.22719, 1.80118], [1.48155, 3.81034, 1.60701], [2.08817, -1.49306, 0.93482], [2.70949, -1.20353, 0.25762], [1.25258, -1.57824, 0.41871], [-0.10551, -1.48671, -0.71932], [0.41121, -1.62849, -1.51986], [-0.42936, -0.55335, -0.93673], [-0.69809, 1.41242, 1.52702], [-0.50377, 1.11469, 0.62480], [1.33077, -0.41356, 2.88712], [2.12720, -2.75187, -2.68816], [2.74420, -2.27017, -3.24514], [2.47294, -2.78777, -1.79009]], "e_homo_ev": -6.765, "total_charge": -1, "orbital_gap_ev": 8.85, "spin_multiplicity": 1, "e_above_lowest_ev": 1.251}

=====

(2)
{"formula": "C11H19NO3Si", "method": "ωB97M-V/def2-TZVPD", "symbols": ["C", "C", "Si", "C", "O", "C", "O", "C", "C", "O", "C", "C", "C", "C", "N", "C", "H", "H", "H", "H", "H", "H", "H", "H", "H", "H", "H", "H", "H", "H", "H", "H", "H", "H", "H"], "positions_angstrom": [[0.07458, -0.20910, 4.33884], [-0.19386, 0.16918, 2.76204], [0.15272, -1.42097, 1.72534], [1.93236, -1.17523, 0.94059], [1.89990, -1.03438, -0.52347], [2.49392, 0.23818, -0.97436], [1.51718, 1.31465, -0.72728], [1.22904, 2.04698, -1.99496], [-0.09323, 3.05145, -1.81448], [0.17192, 4.41976, -2.30030], [-1.07238, -1.67842, 0.24237], [-1.43246, -0.41150, -0.79052], [-2.46874, -0.90949, -1.98981], [-3.08664, -2.40225, -2.17053], [-2.75141, -3.47304, -1.18949], [-1.81556, -3.08727, -0.09581], [0.67931, -1.22507, 4.40999], [0.68253, 0.70704, 4.79966], [-0.98608, -0.34635, 4.84118], [-1.33296, 0.45016, 2.63516], [0.52696, 1.00973, 2.34596], [0.20482, -2.65615, 2.49755], [2.45202, -0.20814, 1.39990], [2.61227, -2.12169, 1.17440], [2.78542, 0.23576, -2.11627], [3.48161, 0.53846, -0.37808], [1.02230, 1.28311, -2.85706], [2.18867, 2.72084, -2.19018], [-0.31413, 3.04631, -0.64162], [-1.06011, 2.55520, -2.30570], [-0.34762, 4.55681, -3.15665], [-1.01098, 0.67295, -0.66979], [-2.77065, -0.09580, -2.80104], [-3.80035, -2.59749, -3.10535], [-1.57037, -3.96422, 0.67976]], "e_homo_ev": -8.661, "total_charge": 0, "orbital_gap_ev": 8.56, "smiles": "CC[Si@H](COCOCCO)c1cccnc1", "spin_multiplicity": 1}

=====

(3)
{"formula": "C21H58B2N4OP", "method": "ωB97M-V/def2-TZVPD", "symbols": ["C", "C", "P", "C", "B", "B", "N", "O", "H", "H", "H", "H", "H", "H", "H", "H", "H", "H", "H", "H", "H", "C", "C", "N", "C", "C", "C", "C", "H", "H", "H", "H", "H", "H", "H", "H", "H", "H", "H", "H", "H", "H", "H", "C", "C", "N", "C", "C", "C", "C", "H", "H", "H", "H", "H", "H", "H", "H", "H", "H", "H", "H", "H", "H", "H", "C", "C", "N", "C", "C", "C", "C", "H", "H", "H", "H", "H", "H", "H", "H", "H", "H", "H", "H", "H", "H", "H"], "positions_angstrom": [[1.56169, -8.19763, -3.34562], [2.38680, -7.03584, -2.50142], [1.72417, -5.33326, -3.17827], [1.34967, -4.33124, -1.57885], [3.07089, -4.50260, -4.25684], [4.36028, -3.89725, -3.42617], [5.33548, -3.00710, -4.22882], [4.70083, -4.15227, -2.01288], [0.55104, -7.72347, -3.74448], [2.24497, -8.49163, -4.27090], [1.26754, -9.13017, -2.69103], [3.55306, -7.12550, -2.58549], [2.06946, -7.08730, -1.37170], [0.57560, -3.45299, -1.76039], [0.80510, -5.09885, -0.84498], [2.30116, -3.96200, -1.00466], [3.50020, -5.35424, -4.98059], [2.64039, -3.63951, -4.93671], [4.87556, -2.06151, -4.37962], [5.31229, -3.45077, -5.19371], [5.45901, -3.52430, -1.76890], [3.88986, 0.47282, -1.22564], [5.07859, 1.12853, -1.92563], [4.86848, 1.35504, -3.35661], [6.09938, 1.69715, -4.07640], [6.79103, 3.00587, -3.70806], [3.69122, 2.14351, -3.72453], [3.56528, 3.54629, -3.13628], [3.59937, -0.45666, -1.72536], [4.15671, 0.22742, -0.19119], [3.02132, 1.13675, -1.18888], [5.93291, 0.45136, -1.79468], [5.33211, 2.05540, -1.40009], [5.90306, 1.69423, -5.15580], [6.81768, 0.88086, -3.92419], [6.25320, 3.87038, -4.09854], [7.79314, 3.02850, -4.15368], [6.91397, 3.12381, -2.62886], [2.79725, 1.57725, -3.43703], [3.62277, 2.21329, -4.81716], [3.78251, 3.57545, -2.06597], [2.54074, 3.90706, -3.26807], [4.21957, 4.25783, -3.64442], [0.02940, -1.12446, 0.50198], [-0.96642, -0.13808, 1.10897], [-0.43331, 1.21625, 1.26620], [-1.26829, 2.07330, 2.11386], [-2.67116, 2.40574, 1.61562], [0.08895, 1.85434, 0.05661], [-0.85542, 1.99689, -1.13398], [0.96574, -1.14119, 1.06859], [-0.39134, -2.13646, 0.52080], [0.25570, -0.88549, -0.54120], [-1.23485, -0.53143, 2.09832], [-1.88368, -0.14716, 0.51056], [-0.73661, 3.01049, 2.32033], [-1.36398, 1.58838, 3.09424], [-2.64907, 3.13204, 0.80253], [-3.25096, 2.85867, 2.42925], [-3.21717, 1.51960, 1.28345], [0.96663, 1.28778, -0.27682], [0.48996, 2.84412, 0.30744], [-1.41442, 1.08119, -1.34043], [-0.27732, 2.23219, -2.03268], [-1.56547, 2.81418, -0.99100], [-8.09381, 3.66706, 4.40359], [-6.72844, 2.98480, 4.46117], [-6.43793, 2.35521, 5.75050], [-5.03094, 1.97202, 5.90475], [-4.48519, 0.90006, 4.96673], [-7.40886, 1.36819, 6.22601], [-7.70532, 0.17351, 5.32351], [-8.21192, 4.38636, 5.22012], [-8.19691, 4.21325, 3.45883], [-8.91328, 2.94415, 4.45261], [-5.97936, 3.76438, 4.26954], [-6.65391, 2.27083, 3.63398], [-4.85004, 1.65888, 6.94054], [-4.41914, 2.87489, 5.77839], [-4.84577, -0.09325, 5.23583], [-3.39116, 0.87081, 5.04119], [-4.73332, 1.09492, 3.92071], [-8.35585, 1.88616, 6.41943], [-7.10208, 0.99649, 7.21146], [-7.86308, 0.46146, 4.28149], [-8.61905, -0.32325, 5.66343], [-6.90688, -0.57050, 5.36265]], "e_homo_ev": -2.669, "total_charge": -1, "orbital_gap_ev": 4.72, "spin_multiplicity": 1}

=====

(4)
{"formula": "C3H4BrNO", "method": "ωB97M-V/def2-TZVPD", "symbols": ["C", "C", "C", "N", "O", "Br", "H", "H", "H", "H"], "positions_angstrom": [[1.17700, -1.01164, 0.78269], [-0.73008, -1.74093, -0.47003], [-0.39984, 2.21856, 0.04572], [0.42102, -1.38617, -0.06083], [-0.23778, 1.34055, -0.75412], [3.07476, -0.80853, 0.81038], [-1.02704, -2.79738, -0.31891], [-1.33927, -1.08611, -0.99987], [-0.11751, 2.02312, 1.08651], [-0.82125, 3.24854, -0.12155]], "e_homo_ev": [-7.815, -7.815], "total_charge": 0, "orbital_gap_ev": [7.90, 7.90], "spin_multiplicity": 1, "e_above_lowest_ev": 3.758}

=====

(5)
{"formula": "C5H12NO", "method": "ωB97M-V/def2-TZVPD", "symbols": ["C", "O", "C", "C", "C", "C", "N", "H", "H", "H", "H", "H", "H", "H", "H", "H", "H", "H", "H"], "positions_angstrom": [[0.71975, 1.98159, -0.06844], [-0.33945, 2.47968, 0.47702], [0.48114, 0.35400, -0.66056], [-0.63684, -0.30539, 0.19536], [-1.32512, -1.42926, -0.52973], [-0.28384, -0.60442, 1.65971], [1.40673, -0.63897, -1.21483], [1.68445, 1.97898, 0.53453], [1.01322, 2.42475, -1.04366], [1.58024, -0.08669, -0.15873], [-1.39215, 0.49186, 0.17427], [-1.68158, -1.00460, -1.46873], [-2.14656, -1.93690, -0.01311], [-0.57975, -2.16746, -0.85773], [0.36150, 0.18875, 2.06297], [-1.18330, -0.65282, 2.28342], [0.13897, -1.61091, 1.74384], [-0.09056, 0.76243, -1.54835], [2.27314, -0.22462, -1.56725]], "e_homo_ev": -2.715, "total_charge": -1, "orbital_gap_ev": 6.85, "spin_multiplicity": 1, "e_above_lowest_ev": 3.529}

=====

(6)
{"formula": "C10H28AlO3", "method": "ωB97M-V/def2-TZVPD", "symbols": ["C", "C", "C", "C", "C", "C", "O", "Al", "H", "H", "H", "H", "H", "H", "H", "H", "H", "H", "H", "H", "H", "H", "H", "H", "C", "C", "O", "H", "H", "H", "H", "H", "H", "C", "C", "O", "H", "H", "H", "H", "H", "H"], "positions_angstrom": [[-1.22434, -0.05243, 1.09880], [-0.74715, 0.43659, -0.27159], [-0.87955, -0.72528, -1.26560], [0.65929, 1.14409, -0.24781], [1.30669, 1.18086, 1.14375], [1.70673, 0.60824, -1.23627], [2.23441, -0.60417, -0.82511], [2.56546, -1.97260, -1.93246], [-0.58907, -0.86000, 1.47333], [-1.24004, 0.73566, 1.85567], [-2.24350, -0.44820, 1.01939], [-1.47158, 1.20324, -0.58885], [-1.91774, -1.08238, -1.26985], [-0.23765, -1.56391, -0.99206], [-0.62971, -0.43692, -2.28833], [0.49134, 2.19420, -0.53561], [1.40285, 0.17667, 1.55947], [2.31737, 1.59448, 1.06356], [0.73409, 1.79927, 1.84192], [2.49279, 1.38671, -1.29944], [1.27617, 0.53879, -2.24811], [1.81369, -3.30174, -1.33601], [1.93888, -1.57241, -3.38940], [4.17750, -2.21101, -2.02557], [-3.73007, 0.76512, -3.27128], [-2.82702, 0.12116, -4.30648], [-1.74514, 0.95892, -4.68672], [-4.12467, 1.71163, -3.64419], [-4.56629, 0.10867, -3.02234], [-3.17387, 0.96009, -2.35125], [-3.37191, -0.07322, -5.23169], [-2.45309, -0.83741, -3.93287], [-1.17755, 1.08371, -3.91848], [2.35156, -0.58450, 5.01808], [1.05636, 0.19840, 4.92812], [-0.07018, -0.63319, 4.67635], [2.51717, -1.14147, 4.09601], [3.19889, 0.08462, 5.17599], [2.32211, -1.29350, 5.85029], [1.09868, 0.88976, 4.08714], [0.89400, 0.78710, 5.83949], [-0.13590, -1.27362, 5.38998]], "e_homo_ev": -4.592, "total_charge": -1, "orbital_gap_ev": 7.33, "spin_multiplicity": 1}

=====

| no. | largest force on an atom (eV/A) |
| --- | --- |
| 1 | 3.5 |
| 2 | 6.4 |
| 3 | 3.0 |
| 4 | 3.4 |
| 5 | 6.8 |
| 6 | 0.2 |